Here is a cluster of 2 separate species, C6H17NO in total in a non-equilibrium geometry from OMol25. Energies are from ωB97M-V/def2-TZVPD.

Last columns: bonded neighbours and bond lengths (Å).
Positions of all 25 atoms, in Å:
1 O 0.68902 -1.80042 2.88545  H18 0.906, H25 0.985
2 N -1.09307 -0.56719 -0.85526  C3 1.468, C5 1.509, C6 1.489
3 C -0.81175 -1.79261 -0.09669  N2 1.468, H10 1.070, H15 1.087, H20 1.065
4 C 1.32869 -0.24029 -1.89105  C6 1.530, H9 1.095, H22 1.044, H24 1.010
5 C -1.34144 0.57099 0.10315  N2 1.509, C8 1.618, H13 1.071, H19 1.067
6 C -0.19633 -0.27639 -2.00817  N2 1.489, C4 1.530, H11 1.084, H23 1.042
7 C 0.47362 2.26113 0.68996  C8 1.519, H16 1.064, H17 1.019, H21 1.016
8 C -0.19590 0.98452 1.16888  C5 1.618, C7 1.519, H12 1.048, H14 1.096
9 H 1.67190 -0.52919 -2.89045  C4 1.095
10 H -1.32430 -1.84363 0.84140  C3 1.070
11 H -0.37962 0.70293 -2.43423  C6 1.084
12 H 0.53065 0.24588 1.32706  C8 1.048
13 H -1.67053 1.36396 -0.53794  C5 1.071
14 H -0.55090 1.32200 2.14982  C8 1.096
15 H -1.15477 -2.62050 -0.71260  C3 1.087
16 H 1.40582 2.39510 1.18451  C7 1.064
17 H -0.12288 3.04587 0.94866  C7 1.019
18 H 0.52625 -1.07961 3.41012  O1 0.906
19 H -2.23637 0.21247 0.56038  C5 1.067
20 H 0.18132 -1.83512 0.28699  C3 1.065
21 H 0.63022 2.23779 -0.31371  C7 1.016
22 H 1.60625 0.74227 -1.67524  C4 1.044
23 H -0.44699 -0.91399 -2.79379  C6 1.042
24 H 1.73299 -0.91503 -1.25794  C4 1.010
25 H 0.74811 -1.67092 1.91069  O1 0.985

* orbital gap: 9.34 eV
* structure (SMILES): CCCN(C)CC.O
* HOMO level: -8.42 eV
* LUMO level: 0.0338 Eh
* relative energy (zero: lowest compared OMol25 entry of this formula, charge and spin): 2.387 eV
* strongest force on any atom: 4.65 eV Å⁻¹

Listed below, in e, are the Löwdin charges computed for each atom: O -0.03; N -0.20; C -0.09; C -0.07; C -0.14; C -0.23; C -0.11; C -0.18; H 0.09; H 0.08; H 0.11; H 0.05; H 0.10; H 0.11; H 0.10; H 0.07; H 0.05; H -0.02; H 0.09; H 0.04; H 0.03; H 0.04; H 0.08; H 0.03; H 0.01



Here is a cluster of 2 separate species, C6H17NO in total in a non-equilibrium geometry from OMol25. Energies are from ωB97M-V/def2-TZVPD.

Last columns: bonded neighbours and bond lengths (Å).
Positions of all 25 atoms, in Å:
1 O -0.63770 -4.85805 -0.78766  H15 0.959, H22 0.955
2 N 1.14536 1.15226 2.18107  C6 1.458, H9 1.021, H19 1.014
3 C 0.47053 0.69508 -0.16624  C4 1.509, C6 1.570, C8 1.528, H10 1.063
4 C 1.05080 2.01082 -0.62383  C3 1.509, H12 1.089, H13 1.097, H23 1.096
5 C -0.09353 -0.56159 -2.28601  C8 1.548, H17 1.088, H21 1.083, H25 1.097
6 C 0.02086 0.77042 1.33578  N2 1.458, C3 1.570, C7 1.547, H14 1.092
7 C -1.13822 1.77270 1.54689  C6 1.547, H11 1.083, H16 1.082, H18 1.073
8 C -0.66207 0.14239 -1.02950  C3 1.528, C5 1.548, H20 1.083, H24 1.088
9 H 2.01951 0.67000 1.96727  N2 1.021
10 H 1.25302 -0.00206 0.01440  C3 1.063
11 H -2.03297 1.19179 1.36280  C7 1.083
12 H 1.63819 2.49071 0.15809  C4 1.089
13 H 0.33000 2.76714 -0.95986  C4 1.097
14 H -0.36668 -0.21981 1.58512  C6 1.092
15 H -1.28044 -4.91430 -0.07876  O1 0.959
16 H -1.14453 2.30984 2.48667  C7 1.082
17 H 0.38791 0.14665 -2.95706  C5 1.088
18 H -1.14217 2.46617 0.72787  C7 1.073
19 H 0.98636 0.85662 3.13770  N2 1.014
20 H -1.24834 0.96915 -1.41033  C8 1.083
21 H -0.87486 -1.19608 -2.68617  C5 1.083
22 H -0.42014 -5.72840 -1.11635  O1 0.955
23 H 1.66445 1.92554 -1.52738  C4 1.096
24 H -1.29768 -0.51047 -0.43447  C8 1.088
25 H 0.72612 -1.22976 -1.99582  C5 1.097

* orbital gap: 9.94 eV
* structure (SMILES): CC[C@@H](C)[C@H](C)N.O
* HOMO level: -9.15 eV
* LUMO level: 0.0289 Eh
* relative energy (zero: lowest compared OMol25 entry of this formula, charge and spin): 0.645 eV
* strongest force on any atom: 2.43 eV Å⁻¹

Listed below, in e, are the Löwdin charges computed for each atom: O -0.06; N 0.02; C -0.37; C -0.08; C -0.09; C -0.43; C -0.05; C -0.22; H 0.07; H 0.12; H 0.07; H 0.07; H 0.08; H 0.12; H 0.03; H 0.07; H 0.07; H 0.05; H 0.07; H 0.10; H 0.06; H 0.03; H 0.08; H 0.11; H 0.07



Here is a cluster of 2 separate species, C6H17NO in total in a non-equilibrium geometry from OMol25. Energies are from ωB97M-V/def2-TZVPD.

Last columns: bonded neighbours and bond lengths (Å).
Positions of all 25 atoms, in Å:
1 O -2.25252 1.39988 5.69564  H10 0.962, H12 0.963
2 N 0.72104 -2.10070 -1.51829  C5 1.446, H16 1.000, H21 1.003
3 C -0.36314 -0.14332 -0.50586  C5 1.556, C7 1.606, H13 1.089, H17 1.095
4 C 1.92868 0.99867 -1.02039  C7 1.539, C8 1.531, H19 1.095, H22 1.123
5 C -0.52273 -1.36657 -1.45357  N2 1.446, C3 1.556, C6 1.556, H25 1.086
6 C -1.75602 -2.14304 -0.90842  C5 1.556, H14 1.108, H15 1.105, H20 1.080
7 C 0.43142 0.95029 -1.37298  C3 1.606, C4 1.539, H23 1.092, H24 1.098
8 C 2.19357 2.28074 -0.22647  C4 1.531, H9 1.090, H11 1.107, H18 1.087
9 H 1.57774 3.14507 -0.47581  C8 1.090
10 H -1.92955 0.83329 4.98882  O1 0.962
11 H 3.27565 2.47563 -0.35079  C8 1.107
12 H -2.48357 0.79425 6.40761  O1 0.963
13 H -1.31409 0.14293 -0.05945  C3 1.089
14 H -1.49735 -2.77170 -0.03293  C6 1.108
15 H -2.44767 -1.48391 -0.35340  C6 1.105
16 H 0.99343 -2.91802 -1.01034  N2 1.000
17 H 0.27042 -0.31988 0.36974  C3 1.095
18 H 1.95878 2.23654 0.83437  C8 1.087
19 H 2.37088 0.16271 -0.46859  C4 1.095
20 H -2.49413 -2.62049 -1.53637  C6 1.080
21 H 1.29674 -1.93585 -2.32299  N2 1.003
22 H 2.43027 0.99040 -2.02513  C4 1.123
23 H 0.38566 0.57995 -2.39932  C7 1.092
24 H -0.09771 1.91214 -1.39657  C7 1.098
25 H -0.80882 -0.98667 -2.42949  C5 1.086

* orbital gap: 9.35 eV
* structure (SMILES): CCCC[C@H](C)N.O
* HOMO level: -8.61 eV
* LUMO level: 0.0274 Eh
* relative energy (zero: lowest compared OMol25 entry of this formula, charge and spin): 1.640 eV
* strongest force on any atom: 2.65 eV Å⁻¹

Listed below, in e, are the Löwdin charges computed for each atom: O -0.06; N 0.04; C -0.16; C -0.28; C -0.44; C -0.08; C -0.20; C -0.13; H 0.06; H 0.03; H 0.07; H 0.03; H 0.08; H 0.08; H 0.06; H 0.07; H 0.10; H 0.06; H 0.10; H 0.06; H 0.07; H 0.11; H 0.08; H 0.10; H 0.12



Here is a cluster of 2 separate species, C6H17NO in total in a non-equilibrium geometry from OMol25. Energies are from ωB97M-V/def2-TZVPD.

Last columns: bonded neighbours and bond lengths (Å).
Positions of all 25 atoms, in Å:
1 O 1.64001 -1.32198 -2.90072  H16 1.029, H23 1.021
2 N -0.72266 0.09648 0.60588  C5 1.471, C6 1.514, C8 1.498
3 C 0.91079 1.17555 -1.05512  C8 1.544, H9 1.045, H21 1.115, H25 1.089
4 C -0.92872 2.41436 0.26638  C8 1.512, H10 1.076, H11 1.164, H24 1.140
5 C -0.14585 -0.41030 1.86090  N2 1.471, C7 1.497, H12 1.151, H18 1.142
6 C -0.75477 -0.90369 -0.52999  N2 1.514, H14 1.087, H15 1.156, H20 1.059
7 C -0.50370 -1.82181 2.20734  C5 1.497, H13 1.055, H19 1.051, H22 1.221
8 C 0.09382 1.30007 0.24880  N2 1.498, C3 1.544, C4 1.512, H17 1.085
9 H 1.60945 1.94939 -1.12214  C3 1.045
10 H -0.56457 3.40578 0.06083  C4 1.076
11 H -1.32590 2.53351 1.35420  C4 1.164
12 H -0.58241 0.32087 2.63577  C5 1.151
13 H -1.47717 -2.10050 1.91154  C7 1.055
14 H 0.25288 -1.29715 -0.63968  C6 1.087
15 H -1.46305 -1.76113 -0.21334  C6 1.156
16 H 2.11633 -2.23182 -2.84198  O1 1.029
17 H 0.79697 1.55126 1.03532  C8 1.085
18 H 0.98053 -0.25951 1.97839  C5 1.142
19 H 0.14535 -2.47565 1.70085  C7 1.051
20 H -1.34380 -0.44980 -1.28330  C6 1.059
21 H 1.48616 0.23229 -0.90656  C3 1.115
22 H -0.35628 -1.94814 3.41324  C7 1.221
23 H 1.13025 -1.22199 -3.77939  O1 1.021
24 H -1.84900 2.21501 -0.37586  C4 1.140
25 H 0.35339 0.91300 -1.95321  C3 1.089

* orbital gap: 8.63 eV
* structure (SMILES): CCN(C)C(C)C.O
* HOMO level: -8.09 eV
* LUMO level: 0.0201 Eh
* relative energy (zero: lowest compared OMol25 entry of this formula, charge and spin): 2.347 eV
* strongest force on any atom: 4.14 eV Å⁻¹

Listed below, in e, are the Löwdin charges computed for each atom: O -0.13; N -0.19; C -0.06; C -0.09; C -0.31; C -0.08; C -0.12; C -0.45; H 0.06; H 0.05; H 0.10; H 0.13; H 0.04; H 0.07; H 0.10; H 0.09; H 0.11; H 0.12; H 0.04; H 0.07; H 0.07; H 0.13; H 0.08; H 0.09; H 0.07